Record 1
The molecule C4H8FNO at a distorted geometry, computed with ωB97M-V/def2-TZVPD.

```
! RIJCOSX wB97M-V def2-TZVPD def2/J DEFGRID3
* xyz 0 1
C -0.187 -0.065 1.227
C -0.324 1.397 1.534
C -0.511 -0.592 -1.264
C 0.515 -0.457 -0.124
N 1.076 -1.725 -0.168
O -0.876 -0.819 1.893
F 1.381 0.600 -0.477
H -0.220 2.135 0.801
H -1.246 1.642 2.135
H 0.466 1.804 2.115
H 0.004 -0.774 -2.141
H -1.007 -1.437 -1.172
H -1.109 0.355 -1.274
H 1.482 -2.106 -1.020
H 1.687 -1.936 0.568
*
```

Computed properties:
E_HOMO (eV): -9.99
Structure (SMILES): CC(=O)[C@](C)(N)F
ΔE to the lowest compared entry with this formula, charge and spin (kJ/mol): 64.9
Lowest unoccupied orbital energy (eV): 0.85
Largest force on an atom (Eh/bohr): 0.1173

Record 2
A 2-piece molecular cluster, CH4BrOP overall at a distorted geometry, computed with ωB97M-V/def2-TZVPD.

```
! RIJCOSX wB97M-V def2-TZVPD def2/J DEFGRID3
* xyz 0 3
C -0.364 0.040 -1.184
O -1.419 0.595 -0.615
P 1.616 0.529 1.245
Br -0.156 -0.127 2.352
H 0.063 0.583 -2.005
H -0.113 -0.992 -0.996
H -1.695 0.145 0.207
H 2.068 -0.774 0.997
*
```

Computed properties:
E_HOMO (alpha / beta) (eV): -6.75 / -10.25
ΔE to the lowest compared entry with this formula, charge and spin (kJ/mol): 0.0
Lowest unoccupied orbital energy (alpha / beta) (eV): 0.25 / -1.60
Largest force on an atom (Eh/bohr): 0.0384

Record 3
C26H22N4O3S4Ti as an isolated structure at a distorted geometry, computed with ωB97M-V/def2-TZVPD.

```
! RIJCOSX wB97M-V def2-TZVPD def2/J DEFGRID3
* xyz 0 1
Ti 0.319 0.413 -0.708
N -0.508 -3.317 1.600
C -0.166 -2.125 1.052
S 0.202 -2.082 -0.623
N -0.143 -1.128 1.931
N 0.250 0.046 1.351
C 0.475 1.049 2.130
C 0.307 1.017 3.603
C -0.908 0.671 4.185
C -1.040 0.677 5.564
C 0.043 1.005 6.372
C 1.262 1.334 5.797
C 1.388 1.347 4.414
C 0.914 2.299 1.458
C 1.021 3.502 2.134
C 1.455 4.619 1.440
C 1.764 4.499 0.097
C 1.582 3.276 -0.522
N 1.154 2.200 0.142
H -0.385 -4.156 1.064
H -0.503 -3.377 2.604
H -1.745 0.398 3.557
H -1.990 0.417 6.011
H -0.063 0.998 7.449
H 2.114 1.578 6.418
H 2.343 1.593 3.964
H 0.768 3.552 3.182
H 1.549 5.570 1.949
H 2.122 5.338 -0.483
H 1.777 3.120 -1.574
S 2.717 -0.178 -0.119
C 3.380 -0.751 -1.627
C 4.502 -1.581 -1.669
C 5.046 -1.976 -2.882
C 4.470 -1.555 -4.076
C 3.350 -0.737 -4.046
C 2.808 -0.339 -2.830
S 1.366 0.698 -2.815
H 4.942 -1.917 -0.738
H 5.915 -2.621 -2.895
H 4.885 -1.867 -5.026
H 2.887 -0.411 -4.969
C -1.022 5.144 -5.899
C -1.299 4.179 -4.777
C -1.494 2.825 -5.040
C -1.758 1.927 -4.022
C -1.834 2.399 -2.718
C -1.636 3.741 -2.421
C -1.371 4.620 -3.459
S -2.142 1.273 -1.420
O -3.539 1.105 -1.246
O -1.370 0.029 -1.759
O -1.347 1.754 -0.250
H -0.319 4.725 -6.619
H -0.608 6.080 -5.524
H -1.941 5.381 -6.438
H -1.419 2.463 -6.059
H -1.873 0.873 -4.233
H -1.673 4.089 -1.397
H -1.211 5.669 -3.240
*
```

Computed properties:
E_HOMO (eV): -6.92
ΔE to the lowest compared entry with this formula, charge and spin (kJ/mol): 67.2
Lowest unoccupied orbital energy (eV): -0.81
Largest force on an atom (Eh/bohr): 0.0343

Record 4
C4H8LiO3Sm as an isolated structure at a distorted geometry, computed with ωB97M-V/def2-TZVPD.

```
! RIJCOSX wB97M-V def2-TZVPD def2/J DEFGRID3
* xyz 2 8
C 0.151 -0.594 -0.088
C -0.389 0.852 -0.070
C 0.615 1.823 0.437
C 0.979 1.865 1.829
O 1.837 2.647 2.272
O -0.757 -1.485 -0.613
Sm -3.011 -2.289 -1.337
Li 3.160 3.684 1.415
H 0.412 -0.878 0.950
H 1.099 -0.598 -0.661
H -1.311 0.894 0.527
H -0.649 1.118 -1.109
H 0.578 2.834 0.008
H 0.511 1.129 2.508
O 3.210 3.239 -0.445
H 3.374 3.870 -1.158
H 2.363 2.618 -0.752
*
```

Computed properties:
E_HOMO (alpha / beta) (eV): -15.10 / -15.18
ΔE to the lowest compared entry with this formula, charge and spin (kJ/mol): 80.4
Lowest unoccupied orbital energy (alpha / beta) (eV): -8.08 / -8.02
Largest force on an atom (Eh/bohr): 0.0850

Record 5
C9H27AgO8 as an isolated structure at a distorted geometry, computed with ωB97M-V/def2-TZVPD.

```
! RIJCOSX wB97M-V def2-TZVPD def2/J DEFGRID3
* xyz 0 1
Ag -0.991 -2.091 12.765
O -0.388 -2.192 14.972
H -1.182 -2.753 15.071
C -3.308 -3.440 13.447
C -3.728 -3.175 11.997
C -4.904 -2.223 11.805
O -2.570 -2.670 11.278
H -3.216 -2.490 13.985
H -2.359 -4.057 13.446
H -4.069 -4.052 13.915
H -3.886 -4.152 11.547
H -4.729 -1.253 12.291
H -5.810 -2.625 12.306
H -5.156 -2.088 10.763
H -2.892 -2.063 10.579
C -0.815 1.175 15.330
C -2.017 1.170 14.403
O -2.403 -0.143 13.961
O 0.317 0.670 14.655
H -1.025 0.541 16.246
H -0.608 2.202 15.628
H -1.699 1.764 13.539
H -2.852 1.699 14.892
H -1.968 -0.727 14.578
H 0.465 -0.239 14.960
C 3.827 -1.403 16.455
C 2.589 -2.217 16.250
O 2.399 -2.701 14.931
O 4.981 -2.140 16.298
H 3.744 -0.956 17.476
H 3.816 -0.552 15.746
H 1.680 -1.678 16.601
H 2.657 -3.089 16.907
H 1.442 -2.865 14.818
H 5.686 -1.505 16.187
C -1.841 -4.505 17.783
C -0.839 -5.210 17.015
O -1.136 -5.172 15.652
O -2.235 -3.282 17.274
H -1.511 -4.433 18.841
H -2.789 -5.056 17.811
H -0.717 -6.244 17.267
H 0.127 -4.754 17.268
H -0.591 -4.444 15.272
H -1.446 -2.733 17.150
*
```

Computed properties:
E_HOMO (eV): -9.34
Lowest unoccupied orbital energy (eV): -0.14
Largest force on an atom (Eh/bohr): 0.0675

Record 6
A 10-piece molecular cluster, C40H110N10O10 overall at a distorted geometry, computed with ωB97M-V/def2-TZVPD.

```
! RIJCOSX wB97M-V def2-TZVPD def2/J DEFGRID3
* xyz 0 1
C -18.846 9.049 12.485
C -20.308 9.463 12.211
C -21.343 8.283 12.069
O -22.596 8.780 11.769
C -23.644 7.845 11.523
N -20.764 10.314 13.304
H -18.533 8.396 11.670
H -18.721 8.490 13.412
H -18.140 9.876 12.554
H -20.335 10.139 11.356
H -21.346 7.773 13.032
H -20.938 7.526 11.397
H -23.371 7.036 10.845
H -24.517 8.371 11.138
H -24.068 7.408 12.428
H -21.715 10.649 13.239
H -20.177 11.123 13.446
C -20.080 9.384 17.408
C -19.587 10.817 16.982
C -18.444 10.708 16.000
O -17.988 12.002 15.651
C -16.945 11.957 14.658
N -20.701 11.515 16.338
H -20.000 8.689 16.572
H -21.151 9.448 17.598
H -19.547 9.015 18.284
H -19.277 11.287 17.915
H -18.790 10.158 15.125
H -17.601 10.145 16.401
H -17.087 11.212 13.875
H -16.010 11.715 15.162
H -16.832 12.927 14.173
H -21.056 10.895 15.624
H -20.269 12.256 15.805
C -23.335 8.904 15.609
C -23.891 10.311 15.533
C -25.346 10.432 15.138
O -25.649 9.804 13.950
C -27.041 9.797 13.617
N -23.645 11.082 16.722
H -23.762 8.278 16.392
H -22.250 9.006 15.617
H -23.556 8.346 14.700
H -23.227 10.788 14.812
H -25.616 11.483 15.031
H -25.962 9.910 15.871
H -27.762 9.304 14.268
H -27.211 9.378 12.625
H -27.430 10.815 13.639
H -24.012 11.975 16.424
H -22.659 11.294 16.776
C -13.939 15.718 11.663
C -13.190 16.484 12.742
C -12.415 15.589 13.705
O -13.294 14.659 14.333
C -12.668 13.508 14.821
N -12.153 17.344 12.139
H -14.549 14.994 12.204
H -13.270 15.270 10.928
H -14.606 16.408 11.147
H -13.870 17.120 13.308
H -11.772 16.172 14.364
H -11.813 14.955 13.055
H -11.868 13.657 15.547
H -12.252 12.920 14.003
H -13.390 12.790 15.209
H -11.921 18.029 12.845
H -12.634 18.006 11.547
C -13.332 18.191 16.948
C -14.387 18.675 15.978
C -15.284 17.502 15.629
O -16.096 17.584 14.465
C -16.809 16.398 14.267
N -15.121 19.796 16.545
H -13.742 17.730 17.846
H -12.670 18.981 17.302
H -12.712 17.412 16.502
H -13.887 18.933 15.044
H -15.940 17.227 16.455
H -14.686 16.624 15.382
H -16.390 15.491 14.704
H -16.965 16.180 13.211
H -17.796 16.472 14.723
H -14.567 20.640 16.543
H -15.846 19.995 15.870
C -21.230 2.278 19.902
C -21.379 3.639 20.551
C -22.271 4.501 19.702
O -22.487 5.740 20.360
C -22.391 6.922 19.613
N -21.796 3.373 21.941
H -20.508 1.705 20.483
H -20.837 2.297 18.885
H -22.171 1.741 19.783
H -20.452 4.185 20.727
H -23.189 3.937 19.536
H -21.717 4.706 18.786
H -22.822 6.699 18.637
H -21.392 7.333 19.470
H -23.028 7.660 20.100
H -22.170 4.210 22.365
H -22.568 2.722 21.940
C -11.574 16.323 19.249
C -12.660 15.307 19.588
C -13.580 14.901 18.468
O -14.540 14.019 19.002
C -15.507 13.590 18.069
N -11.888 14.163 20.208
H -12.007 17.303 19.048
H -10.971 15.992 18.403
H -10.867 16.424 20.073
H -13.285 15.784 20.343
H -13.024 14.332 17.722
H -14.138 15.734 18.041
H -16.265 14.340 17.845
H -16.087 12.762 18.478
H -15.076 13.118 17.185
H -12.638 13.552 20.498
H -11.405 14.479 21.037
C -13.420 9.505 14.266
C -14.374 8.652 13.441
C -15.601 8.077 14.226
O -15.204 7.290 15.329
C -16.303 6.775 16.092
N -14.803 9.441 12.288
H -12.903 8.899 15.010
H -13.939 10.279 14.833
H -12.564 9.951 13.760
H -13.693 7.865 13.118
H -16.082 7.414 13.506
H -16.247 8.898 14.535
H -15.824 6.241 16.913
H -16.822 6.040 15.476
H -17.038 7.465 16.506
H -14.010 9.972 11.957
H -15.155 8.931 11.492
C -18.337 13.110 20.288
C -19.389 12.703 21.302
C -20.077 11.327 20.959
O -20.970 10.903 21.951
C -21.563 9.671 21.606
N -18.677 12.465 22.585
H -18.743 13.049 19.279
H -17.518 12.392 20.250
H -18.042 14.155 20.382
H -20.126 13.482 21.493
H -19.267 10.598 20.925
H -20.497 11.519 19.972
H -21.784 9.664 20.539
H -22.513 9.482 22.106
H -20.942 8.831 21.919
H -18.771 13.280 23.174
H -19.134 11.643 22.955
C -20.287 3.229 14.724
C -18.896 2.916 15.262
C -18.472 3.559 16.634
O -18.798 4.965 16.718
C -18.576 5.372 18.088
N -18.746 1.467 15.261
H -21.008 2.994 15.506
H -20.390 2.641 13.812
H -20.319 4.303 14.541
H -18.272 3.345 14.477
H -17.400 3.411 16.768
H -18.969 3.065 17.469
H -17.516 5.431 18.336
H -19.080 4.729 18.809
H -19.015 6.343 18.317
H -19.289 1.045 16.001
H -17.782 1.291 15.507
*
```

Computed properties:
E_HOMO (eV): -8.93
Structure (SMILES): COC[C@H](C)N.COC[C@H](C)N.COC[C@H](C)N.COC[C@H](C)N.COC[C@H](C)N.COC[C@H](C)N.COC[C@H](C)N.COC[C@H](C)N.COC[C@H](C)N.COC[C@H](C)N
ΔE to the lowest compared entry with this formula, charge and spin (kJ/mol): 324.2
Lowest unoccupied orbital energy (eV): 0.56
Largest force on an atom (Eh/bohr): 0.0491

Record 7
C35H52N6O3SbSi3Ti as an isolated structure at a distorted geometry, computed with ωB97M-V/def2-TZVPD.

```
! RIJCOSX wB97M-V def2-TZVPD def2/J DEFGRID3
* xyz 3 1
Ti 0.454 -0.446 0.532
C 5.023 1.224 1.680
Sb 3.130 1.103 0.783
C 2.397 -0.707 -0.122
C 2.840 -0.345 -1.490
C 2.544 -1.007 -2.671
C 3.211 -0.632 -3.829
C 4.166 0.374 -3.773
C 4.368 1.028 -2.574
N 3.690 0.704 -1.467
Si 3.540 -2.201 0.514
C 3.286 -2.504 2.339
C 5.320 -1.728 0.150
C 3.135 -3.734 -0.476
C 1.912 2.894 0.809
C 0.621 2.606 0.103
C -0.346 3.616 -0.005
C -1.425 3.470 -0.846
C -1.552 2.307 -1.613
C -0.647 1.310 -1.387
N 0.378 1.412 -0.499
Si 1.602 3.465 2.722
C 3.051 3.060 3.823
C 1.365 5.311 2.833
C 0.032 2.674 3.335
Si 2.802 4.427 -0.121
C 1.696 5.909 -0.337
C 3.261 3.945 -1.857
C 4.357 4.792 0.833
H 5.007 0.443 2.439
H 5.125 2.205 2.131
H 5.801 1.039 0.947
H 1.848 -1.836 -2.677
H 3.012 -1.141 -4.763
H 4.738 0.658 -4.643
H 5.093 1.824 -2.496
H 4.083 -2.053 2.932
H 3.320 -3.578 2.530
H 2.343 -2.127 2.730
H 5.896 -1.620 1.069
H 5.444 -0.825 -0.446
H 5.787 -2.530 -0.424
H 2.828 -3.542 -1.504
H 2.387 -4.357 0.011
H 4.047 -4.332 -0.533
H -0.210 4.530 0.550
H -2.151 4.267 -0.936
H -2.338 2.189 -2.344
H -0.707 0.368 -1.930
H 3.946 3.631 3.574
H 3.296 2.006 3.923
H 2.744 3.398 4.816
H 2.149 5.912 2.377
H 1.385 5.539 3.902
H 0.399 5.654 2.463
H 0.121 1.601 3.480
H -0.832 2.882 2.702
H -0.185 3.115 4.311
H 0.958 5.730 -1.120
H 2.360 6.689 -0.723
H 1.200 6.317 0.539
H 2.560 3.254 -2.327
H 4.260 3.521 -1.891
H 3.280 4.851 -2.465
H 4.201 5.133 1.854
H 4.902 5.581 0.310
H 5.030 3.932 0.858
O 0.987 -0.104 2.131
O 2.249 0.385 2.523
C -3.558 -0.937 2.566
N -3.708 -1.058 1.116
C -5.033 -1.460 0.633
C -2.743 -0.788 0.287
O -1.586 -0.414 0.643
H -4.320 -0.253 2.936
H -2.572 -0.552 2.805
H -3.705 -1.915 3.022
H -5.268 -2.450 1.018
H -5.042 -1.477 -0.454
H -5.773 -0.747 0.992
H -2.989 -0.874 -0.774
N -0.588 -10.771 -2.574
C -0.537 -9.742 -2.072
C -0.471 -8.448 -1.450
C -1.157 -7.376 -2.017
C -1.100 -6.129 -1.419
C -0.342 -5.973 -0.269
C 0.347 -7.027 0.309
C 0.275 -8.276 -0.285
N -0.259 -4.673 0.344
C -0.377 -4.390 1.687
C -0.176 -3.056 1.818
N 0.087 -2.518 0.563
C 0.024 -3.532 -0.290
H -1.743 -7.529 -2.912
H -1.660 -5.301 -1.831
H 0.940 -6.882 1.201
H 0.801 -9.116 0.145
H -0.606 -5.153 2.410
H -0.189 -2.453 2.711
H 0.199 -3.486 -1.351
*
```

Computed properties:
E_HOMO (eV): -15.83
ΔE to the lowest compared entry with this formula, charge and spin (kJ/mol): 505.1
Lowest unoccupied orbital energy (eV): -8.92
Largest force on an atom (Eh/bohr): 0.0222